Record 1
{"formula": "C18H21BrN2O3", "method": "the ωB97M-V functional and the def2-TZVPD basis", "homo_energy_ev": -8.205, "smiles": "COc1cc(CN[C@H](C)c2ccccc2)c(Br)cc1OCC(N)=O", "lumo_energy_ev": 0.6, "species": ["Br", "O", "O", "O", "N", "N", "C", "C", "C", "C", "C", "C", "C", "C", "C", "C", "C", "C", "C", "C", "C", "C", "C", "C", "H", "H", "H", "H", "H", "H", "H", "H", "H", "H", "H", "H", "H", "H", "H", "H", "H", "H", "H", "H", "H"], "positions_angstrom": [[-2.507, -3.157, 0.223], [2.423, -1.935, -0.486], [5.363, -0.770, 1.126], [1.851, 0.350, -2.053], [-3.126, 0.898, -0.758], [4.402, -2.804, 0.944], [-0.751, 1.877, 0.635], [-3.796, 1.987, 1.328], [0.258, 0.033, 2.429], [0.131, -2.330, -0.303], [4.498, -1.490, 0.682], [3.416, -0.952, -0.256], [1.153, -1.526, -0.780], [-1.545, -0.870, -1.238], [0.824, -0.391, -1.547], [-2.956, -0.386, -1.423], [1.080, 1.028, 1.931], [1.549, 1.546, -2.733], [-0.513, -0.094, -1.753], [0.571, 1.951, 1.032], [-3.032, 0.821, 0.699], [-1.067, -0.037, 2.033], [-1.194, -2.005, -0.529], [-1.583, 0.879, 1.128], [-0.797, 0.782, -2.311], [-3.472, -0.123, 1.070], [-3.414, 2.931, 0.949], [0.995, 1.353, -3.657], [2.112, 1.089, 2.248], [-1.705, -0.814, 2.431], [5.077, -3.241, 1.548], [2.513, 1.990, -2.978], [0.980, 2.232, -2.099], [0.391, -3.206, 0.270], [3.651, -3.340, 0.546], [3.900, -0.656, -1.194], [2.987, -0.056, 0.202], [0.648, -0.690, 3.130], [1.209, 2.734, 0.646], [-3.667, -1.143, -1.053], [-3.674, 1.970, 2.408], [-4.858, 1.918, 1.097], [-3.149, -0.232, -2.490], [-1.152, 2.587, -0.073], [-4.026, 1.289, -1.017]], "lowdin_charge": [0.778, -0.036, 0.054, -0.091, -0.022, 0.181, -0.050, -0.038, -0.074, -0.048, -0.529, -0.086, -0.184, -0.259, -0.188, -0.191, -0.100, -0.065, 0.027, -0.083, -0.361, -0.042, -0.615, -0.208, 0.120, 0.134, 0.080, 0.099, 0.104, 0.106, 0.117, 0.099, 0.089, 0.116, 0.099, 0.141, 0.124, 0.107, 0.105, 0.073, 0.086, 0.077, 0.127, 0.115, 0.113]}

Record 2
{"formula": "C14H31AuGeNO5", "method": "the ωB97M-V functional and the def2-TZVPD basis", "homo_energy_ev": [-14.782, -16.589], "charge": 2, "spin_multiplicity": 2, "lumo_energy_ev": [-8.4, -8.4], "species": ["Au", "Ge", "O", "O", "O", "O", "O", "N", "C", "C", "C", "C", "C", "C", "C", "C", "C", "C", "C", "C", "C", "C", "H", "H", "H", "H", "H", "H", "H", "H", "H", "H", "H", "H", "H", "H", "H", "H", "H", "H", "H", "H", "H", "H", "H", "H", "H", "H", "H", "H", "H", "H", "H"], "positions_angstrom": [[0.624, 1.348, 1.798], [-0.275, -0.457, -0.493], [2.906, 4.714, 1.774], [1.354, -0.720, -0.079], [2.131, 2.624, 2.245], [-0.830, 0.585, -1.713], [-0.950, -0.025, 1.095], [-0.088, 4.031, 3.690], [-2.902, -0.610, 2.396], [-0.645, -1.623, 2.905], [-1.607, -1.150, 1.837], [2.235, 3.864, 2.228], [-0.550, -0.020, -4.068], [1.060, 4.716, 3.486], [2.813, -2.597, 0.248], [-2.483, -0.889, -2.717], [-2.337, 1.561, -3.273], [2.503, -1.458, -0.699], [2.071, -1.938, -2.068], [3.619, -0.435, -0.776], [-1.567, 0.286, -2.992], [-1.832, -2.197, 0.752], [-1.079, -2.458, 3.455], [0.166, 0.794, -4.169], [-1.655, 2.393, -3.437], [-3.176, -0.662, -1.904], [0.302, -1.951, 2.473], [1.224, -2.631, -1.987], [-0.189, 3.473, 4.524], [-2.701, 0.168, 3.132], [-0.452, -0.820, 3.619], [-2.315, -3.110, 1.103], [1.946, -3.248, 0.377], [-1.883, -1.778, -2.467], [-0.854, -2.547, 0.350], [3.624, -3.200, -0.161], [2.877, -2.481, -2.559], [-3.533, -0.199, 1.608], [3.329, 0.416, -1.391], [4.498, -0.898, -1.224], [-3.009, 1.804, -2.451], [-0.952, 4.413, 3.334], [3.127, -2.221, 1.221], [-3.448, -1.412, 2.895], [0.973, 5.669, 2.980], [-2.478, -1.797, -0.038], [3.893, -0.084, 0.219], [-0.018, -0.950, -3.864], [-2.931, 1.423, -4.177], [-3.072, -1.154, -3.594], [1.812, -1.092, -2.706], [1.793, 4.669, 4.286], [-1.065, -0.142, -5.021]], "lowdin_charge": [0.912, 0.946, 0.223, -0.233, -0.122, -0.159, -0.341, 0.094, 0.001, -0.014, -0.609, -0.513, -0.015, -0.063, -0.012, -0.032, -0.007, -0.604, -0.030, -0.005, -0.603, -0.023, 0.114, 0.106, 0.102, 0.093, 0.087, 0.095, 0.122, 0.098, 0.088, 0.137, 0.089, 0.087, 0.093, 0.110, 0.116, 0.101, 0.099, 0.111, 0.098, 0.125, 0.099, 0.113, 0.126, 0.081, 0.096, 0.073, 0.110, 0.116, 0.077, 0.134, 0.113]}

Record 3
{"formula": "C31H35AsBF6NO3ReSi2", "method": "the ωB97M-V functional and the def2-TZVPD basis", "homo_energy_ev": [-7.261, -7.584], "spin_multiplicity": 4, "lumo_energy_ev": [-0.7, -1.9], "species": ["Re", "As", "Si", "Si", "F", "F", "F", "F", "F", "F", "O", "O", "O", "N", "C", "C", "C", "C", "C", "C", "C", "C", "C", "C", "C", "C", "C", "C", "C", "C", "C", "C", "C", "C", "C", "C", "C", "C", "C", "C", "C", "C", "C", "C", "C", "B", "H", "H", "H", "H", "H", "H", "H", "H", "H", "H", "H", "H", "H", "H", "H", "H", "H", "H", "H", "H", "H", "H", "H", "H", "H", "H", "H", "H", "H", "H", "H", "H", "H", "H", "H"], "positions_angstrom": [[0.995, 0.423, 0.130], [-0.101, 0.728, -2.008], [-0.393, 2.994, -2.856], [-2.229, -0.397, -2.591], [2.794, 5.188, 1.539], [0.679, -2.600, -1.549], [2.303, -1.008, -1.109], [5.908, 2.654, -0.774], [2.927, -3.116, -1.991], [1.833, -1.494, -3.288], [2.472, -2.112, 3.002], [2.106, -0.516, 1.443], [-0.138, -1.455, 0.729], [0.127, 1.792, 1.165], [-0.779, 2.831, -4.774], [2.491, 1.815, 0.147], [-0.918, 3.605, 2.975], [-1.949, 3.856, -2.079], [-0.220, -5.833, 0.727], [-1.653, 2.462, 2.618], [1.934, -4.063, 0.886], [0.652, -3.698, 1.392], [-0.481, -2.182, 2.995], [-3.043, 0.510, -4.126], [-1.979, -1.836, 5.286], [-3.346, -0.202, -1.068], [2.112, 3.050, 0.792], [4.328, 3.906, 0.326], [4.643, 2.730, -0.331], [3.773, 1.644, -0.381], [1.817, -1.585, 2.157], [-2.385, -1.208, 4.120], [-0.896, -2.666, 5.253], [2.106, -5.272, 0.279], [-0.429, -4.576, 1.404], [0.264, 3.955, 2.300], [-1.746, -1.546, 2.908], [-1.150, 1.621, 1.633], [-1.745, -2.072, -3.198], [0.805, 2.969, 1.489], [1.014, -6.155, 0.237], [0.446, -2.282, 1.830], [3.058, 4.065, 0.858], [1.075, 4.072, -2.452], [-0.127, -2.819, 4.150], [2.032, -2.114, -2.023], [-1.741, 4.037, -1.007], [-1.093, -2.105, -4.097], [-1.153, 4.239, 3.832], [-2.075, -1.197, 1.966], [-2.439, 0.361, -4.982], [-4.377, -0.278, -1.404], [-1.031, -6.573, 0.849], [-1.355, -4.351, 1.966], [1.303, 4.687, -3.327], [2.014, 3.520, -2.234], [-2.671, -2.669, -3.532], [0.773, -3.426, 4.080], [4.065, 0.708, -0.849], [0.081, 3.022, -5.336], [2.788, -3.399, 1.025], [0.738, 4.930, 2.319], [-3.263, 0.749, -0.475], [-2.799, 3.286, -2.371], [-1.587, 3.460, -5.095], [-2.574, 2.185, 3.082], [4.961, 4.805, 0.386], [-3.982, -0.014, -4.153], [1.144, -7.124, -0.223], [-3.185, -1.137, -0.425], [-0.708, -3.204, 6.155], [-1.059, 1.780, -4.994], [0.937, 4.836, -1.658], [-2.022, 4.825, -2.509], [-1.675, 0.830, 1.211], [-2.600, -1.744, 6.127], [-2.977, 1.571, -3.988], [-3.298, -0.599, 4.109], [-0.060, -1.986, -0.127], [3.162, -5.443, -0.083], [-1.230, -2.644, -2.410]], "lowdin_charge": [1.353, 0.773, 0.360, 0.364, 0.078, -0.023, -0.038, 0.080, 0.212, 0.068, 0.133, -0.165, -0.164, -0.137, -0.200, -0.238, -0.025, -0.214, -0.067, -0.025, -0.020, -0.156, -0.167, -0.194, -0.092, -0.233, -0.118, 0.070, -0.256, -0.001, -0.522, -0.065, -0.077, -0.059, 0.015, 0.019, -0.004, -0.083, -0.241, -0.156, -0.088, -0.272, -0.232, -0.235, -0.028, -1.144, 0.023, 0.054, 0.117, 0.072, 0.000, 0.012, 0.109, 0.129, 0.026, 0.023, 0.061, 0.137, 0.119, -0.005, 0.129, 0.118, 0.028, -0.007, 0.023, 0.103, 0.145, 0.023, 0.101, 0.045, 0.106, -0.001, 0.038, 0.007, 0.058, 0.090, -0.017, 0.105, 0.095, 0.137, 0.010]}

Record 4
{"formula": "C23H28NS2", "method": "the ωB97M-V functional and the def2-TZVPD basis", "homo_energy_ev": -11.140, "charge": 1, "lumo_energy_ev": -4.6, "species": ["S", "S", "N", "C", "C", "C", "C", "C", "C", "C", "C", "C", "C", "C", "C", "C", "C", "C", "C", "C", "C", "C", "C", "C", "C", "C", "H", "H", "H", "H", "H", "H", "H", "H", "H", "H", "H", "H", "H", "H", "H", "H", "H", "H", "H", "H", "H", "H", "H", "H", "H", "H", "H", "H"], "positions_angstrom": [[-0.084, 3.348, -0.662], [0.183, 2.335, 1.977], [1.305, -1.230, 0.867], [-2.947, -2.290, 0.557], [-1.229, 0.636, -2.350], [-1.021, -2.341, -1.468], [-1.148, 4.647, 0.178], [2.527, -0.508, 1.132], [0.679, 0.481, -0.755], [0.340, 0.357, -4.587], [-1.778, -1.560, 0.709], [3.227, -0.879, 2.458], [-0.880, 4.963, 1.633], [-0.142, 2.010, 0.336], [-0.826, -1.555, -0.329], [0.944, 0.372, -3.330], [1.228, -2.669, 1.276], [-2.192, -3.064, -1.601], [-1.006, 3.670, 2.419], [-1.030, 0.512, -4.770], [0.168, 0.522, -2.170], [0.471, -0.775, -0.124], [-1.816, 0.649, -3.622], [-3.177, -3.035, -0.604], [3.286, -2.362, 2.730], [1.911, -2.990, 2.591], [4.237, -0.454, 2.416], [-1.895, 0.680, -1.454], [1.715, -3.241, 0.465], [2.347, 0.584, 1.134], [-1.489, 0.505, -5.744], [3.972, -2.840, 2.027], [1.257, -2.672, 3.402], [-1.583, -1.003, 1.626], [2.024, 0.231, -3.230], [0.958, 0.245, -5.474], [-1.048, 1.316, 0.285], [0.114, 5.400, 1.765], [-2.204, 4.376, 0.034], [-0.257, -2.375, -2.238], [-4.118, -3.596, -0.722], [1.981, -4.076, 2.663], [-1.628, 5.695, 1.981], [0.178, -3.004, 1.318], [-3.709, -2.238, 1.334], [2.696, -0.351, 3.259], [-2.380, -3.638, -2.495], [3.235, -0.738, 0.314], [-2.897, 0.786, -3.693], [-0.966, 5.549, -0.409], [-2.050, 3.316, 2.397], [1.652, 0.931, -0.656], [-0.798, 3.901, 3.464], [3.663, -2.532, 3.739]], "lowdin_charge": [0.901, 0.843, 0.029, -0.060, -0.067, -0.026, -0.415, -0.137, -0.109, -0.072, -0.042, -0.161, -0.298, -0.931, -0.195, -0.022, -0.098, -0.049, -0.450, -0.058, -0.249, -0.074, -0.053, -0.046, -0.196, -0.172, 0.126, 0.125, 0.150, 0.107, 0.108, 0.122, 0.123, 0.128, 0.121, 0.110, 0.051, 0.118, 0.090, 0.129, 0.121, 0.125, 0.130, 0.127, 0.115, 0.122, 0.112, 0.153, 0.113, 0.080, 0.094, 0.107, 0.081, 0.122]}

no.,E_tot (hartree)
1,-3607.75784
2,-3194.97194
3,-5000.07850
4,-1744.04084